1.
A molecular structure, C32H37AuCl3N3O3Si, computed with ωB97M-V with the def2-TZVPD basis set.

The geometry in XYZ format:
```
80
Properties=species:S:1:pos:R:3:lowdin_charge:R:1
Au -0.170 -0.056 -0.481 0.866
C 0.205 -3.884 -3.415 -0.109
C 1.034 -3.067 -2.413 -0.411
C 2.392 -2.808 -3.071 -0.038
C 1.269 -3.665 -1.073 -0.127
C 1.235 -5.013 -0.803 -0.022
C 1.732 -5.501 0.403 -0.011
C 2.250 -4.623 1.389 0.007
C 2.269 -3.253 1.185 -0.109
C 2.469 -2.270 2.274 -0.364
C 1.100 -2.055 2.970 -0.033
C 3.502 -2.617 3.322 -0.053
C 1.834 -2.753 -0.080 -0.180
N 1.985 -1.474 -0.379 0.105
C 3.135 -0.739 -0.185 -0.430
O 4.271 -1.232 -0.187 0.083
C 2.915 0.743 -0.048 -0.171
C 3.950 1.549 0.361 0.017
C 3.696 2.890 0.551 -0.032
C 2.449 3.361 0.332 0.024
C 1.443 2.477 -0.078 -0.152
N 1.660 1.184 -0.242 0.059
C 0.021 2.983 -0.262 -0.498
O -0.125 4.197 -0.278 0.054
N -0.908 2.018 -0.371 0.000
C -2.284 2.363 -0.359 -0.229
C -2.888 2.639 -1.577 -0.154
C -4.144 3.220 -1.549 -0.033
C -4.788 3.475 -0.353 -0.075
C -4.197 3.147 0.847 -0.041
C -2.942 2.553 0.883 -0.155
C -2.286 2.066 2.171 -0.382
C -1.404 3.102 2.834 -0.039
C -3.291 1.433 3.140 -0.074
C -2.234 2.205 -2.870 -0.380
C -3.265 1.623 -3.859 -0.079
C -1.421 3.296 -3.589 -0.053
H -0.173 -3.254 -4.208 0.061
H -0.643 -4.364 -2.895 0.064
H 0.796 -4.693 -3.907 0.091
H 0.547 -2.114 -2.254 0.061
H 2.729 -3.824 -3.310 0.090
H 3.154 -2.321 -2.458 0.071
H 2.247 -2.218 -3.972 0.089
H 0.764 -5.697 -1.496 0.118
H 1.764 -6.561 0.630 0.112
H 2.563 -5.104 2.295 0.109
H 2.757 -1.301 1.889 0.111
H 0.524 -2.943 3.289 0.100
H 0.480 -1.528 2.287 0.033
H 1.194 -1.373 3.819 0.079
H 3.342 -3.578 3.805 0.078
H 3.554 -1.825 4.040 0.072
H 4.475 -2.724 2.845 0.089
H 4.950 1.165 0.425 0.125
H 4.518 3.514 0.884 0.123
H 2.191 4.401 0.377 0.123
H -4.646 3.557 -2.443 0.114
H -5.750 3.964 -0.323 0.103
H -4.809 3.329 1.758 0.127
H -1.689 1.217 1.874 0.090
H -2.022 3.777 3.402 0.080
H -0.900 3.720 2.126 0.057
H -0.715 2.598 3.498 0.076
H -3.863 2.142 3.682 0.059
H -2.771 0.743 3.843 0.094
H -3.979 0.823 2.590 0.040
H -1.530 1.414 -2.625 0.089
H -3.718 2.444 -4.422 0.072
H -4.050 1.065 -3.293 0.089
H -2.798 0.959 -4.578 0.068
H -2.100 4.100 -3.935 0.086
H -0.953 2.820 -4.489 0.091
H -0.660 3.723 -2.921 0.067
Cl -3.755 -0.563 0.039 0.334
Si -2.030 -1.464 -0.551 -0.782
Cl -2.334 -1.996 -2.582 0.224
Cl -1.952 -3.273 0.417 0.242
O 2.036 1.694 6.235 0.027
C 2.783 2.029 5.476 -0.029
```

Calculated values
gap between HOMO and LUMO (spin up / spin down)	7.21 / 5.43	eV
HOMO (spin up / spin down)	-7.768 / -8.452	eV
2S+1	3



2.
6 unconnected molecules or ions with the total composition C32H37Cl20F2N3O6S, computed with ωB97M-V with the def2-TZVPD basis set.

The geometry in XYZ format:
```
101
Properties=species:S:1:pos:R:3:lowdin_charge:R:1
C -5.995 2.235 -2.769 -0.109
C -5.209 1.165 -1.888 -0.217
C -4.330 0.181 -2.781 -0.220
O -3.310 -0.323 -1.888 -0.194
C -2.349 -1.067 -2.659 -0.135
C -0.841 -0.743 -2.230 -0.231
C 0.000 -0.566 -3.568 -0.137
O 0.522 0.788 -3.557 -0.231
C -0.488 1.703 -3.992 -0.107
O -0.405 -1.871 -1.439 -0.086
C 0.355 -1.502 -0.302 -0.578
S 1.765 -0.337 -0.648 0.947
C -0.513 -0.765 0.824 -0.244
C -1.632 -1.680 1.439 -0.162
N -2.831 -1.832 0.583 -0.085
C -3.829 -0.820 1.052 -0.127
O 0.427 -0.438 1.868 -0.147
C 0.049 0.736 2.583 -0.248
C 1.080 1.941 2.377 -0.075
C 0.315 3.259 1.975 -0.302
C -0.082 3.515 0.565 -0.141
C -0.817 4.734 0.193 -0.093
C -1.207 5.744 1.187 -0.039
C -0.811 5.518 2.583 -0.236
C -1.168 6.513 3.746 -0.069
C -0.060 4.302 2.936 -0.038
C -0.038 0.329 4.117 -0.105
C 0.076 1.317 5.211 -0.004
C -0.067 0.814 6.577 -0.148
N -0.297 -0.469 6.972 0.035
C -0.355 -1.361 5.942 -0.158
C -0.242 -1.083 4.508 -0.022
N 0.862 -2.770 0.328 0.102
C 2.287 -2.790 0.566 -0.494
O 3.141 -3.239 -0.122 0.098
F 2.675 -2.256 1.784 0.093
C 0.385 -3.969 -0.317 -0.410
O 0.824 -4.511 -1.265 0.176
F -0.756 -4.535 0.255 0.084
H -5.361 2.455 -3.666 0.066
H -6.083 3.160 -2.141 0.071
H -7.002 1.819 -3.045 0.075
H -4.455 1.704 -1.242 0.110
H -5.892 0.565 -1.228 0.100
H -3.895 0.824 -3.598 0.109
H -4.939 -0.639 -3.246 0.134
H -2.546 -0.850 -3.741 0.111
H -2.478 -2.187 -2.538 0.147
H -0.872 0.234 -1.689 0.137
H -0.595 -0.696 -4.508 0.126
H 0.874 -1.272 -3.542 0.081
H -0.727 1.517 -5.084 0.103
H -0.149 2.764 -3.825 0.102
H -1.466 1.599 -3.439 0.083
H 2.286 -0.822 -1.817 -0.131
H -1.013 0.164 0.437 0.148
H -1.240 -2.683 1.766 0.123
H -1.978 -1.176 2.398 0.092
H -3.277 -2.731 0.773 0.107
H -4.139 -0.981 2.120 0.040
H -4.746 -0.865 0.396 0.079
H -3.398 0.210 0.934 0.088
H -0.968 1.138 2.325 0.156
H 1.731 1.706 1.487 0.097
H 1.752 2.092 3.259 0.123
H 0.163 2.821 -0.275 0.103
H -1.113 4.954 -0.866 0.100
H -1.785 6.668 0.962 0.103
H -0.266 6.883 4.293 0.081
H -1.842 7.342 3.419 0.074
H -1.767 5.900 4.486 0.083
H 0.232 4.187 4.004 0.100
H 0.241 2.396 5.011 0.077
H 0.023 1.577 7.397 0.107
H -0.529 -2.434 6.225 0.110
H -0.311 -1.925 3.790 0.096
Cl 2.868 -2.948 -2.904 0.626
C 4.124 -4.024 -3.539 -1.958
Cl 3.694 -4.527 -5.185 0.527
Cl 5.677 -3.161 -3.567 0.507
Cl 4.255 -5.454 -2.502 0.521
Cl -6.304 -0.389 4.302 0.519
C -5.120 0.400 5.362 -2.029
Cl -5.273 2.160 5.211 0.516
Cl -5.422 -0.078 7.042 0.527
Cl -3.484 -0.093 4.893 0.558
Cl 7.268 -7.587 -6.969 0.513
C 7.392 -5.856 -7.341 -2.022
Cl 6.139 -5.414 -8.515 0.519
Cl 7.168 -4.917 -5.857 0.457
Cl 8.991 -5.512 -8.025 0.524
Cl 6.907 -5.390 -1.231 0.484
C 8.161 -6.467 -1.865 -2.012
Cl 7.735 -6.966 -3.513 0.483
Cl 9.715 -5.612 -1.889 0.523
Cl 8.292 -7.901 -0.829 0.522
Cl 5.124 5.416 0.757 0.515
C 3.524 5.691 0.038 -1.995
Cl 2.299 4.769 0.932 0.683
Cl 3.133 7.420 0.111 0.516
Cl 3.540 5.161 -1.656 0.516
```

Calculated values
gap between HOMO and LUMO	9.12	eV
HOMO	-8.957	eV
SMILES	CCCOC[C@H](COC)O[C@@](S)([C@@H](CNC)O[C@H](Cc1cccc(C)c1)c1ccncc1)N(C(=O)F)C(=O)F.ClC(Cl)(Cl)Cl.ClC(Cl)(Cl)Cl.ClC(Cl)(Cl)Cl.ClC(Cl)(Cl)Cl.ClC(Cl)(Cl)Cl



3.
A molecular structure, C32H37Cl2KN3O8P, computed with ωB97M-V with the def2-TZVPD basis set.

The geometry in XYZ format:
```
84
Properties=species:S:1:pos:R:3:lowdin_charge:R:1
K -0.951 0.250 1.011 0.719
O 1.599 -2.510 1.265 -0.104
C 2.563 -1.791 2.008 -0.253
C 2.109 -1.543 3.438 -0.182
N 1.069 -0.522 3.503 -0.169
C 1.584 0.765 3.947 -0.126
C 0.671 1.997 3.671 -0.694
O 0.828 2.966 4.441 -0.062
O -0.099 1.912 2.682 -0.159
C -0.105 -0.951 4.234 -0.116
C -0.994 -1.980 3.494 -0.678
O -1.759 -2.647 4.219 -0.055
O -0.921 -2.018 2.234 -0.159
H 0.702 -2.258 1.583 0.033
H 2.790 -0.827 1.529 0.116
H 3.486 -2.385 2.013 0.107
H 2.971 -1.269 4.065 0.112
H 1.726 -2.493 3.823 0.129
H 2.515 0.963 3.408 0.118
H 1.836 0.755 5.020 0.113
H -0.747 -0.082 4.406 0.125
H 0.142 -1.366 5.223 0.120
O -2.790 0.546 -3.319 -0.032
C -1.734 0.049 -2.890 -0.652
O -1.401 -0.141 -1.691 -0.161
C -0.674 -0.284 -3.964 -0.119
C -1.006 -0.024 -5.292 -0.041
C -0.147 -0.326 -6.332 -0.107
C 1.075 -0.921 -6.051 -0.110
C 1.421 -1.185 -4.736 -0.115
C 0.569 -0.861 -3.671 -0.276
P 1.045 -1.227 -1.930 1.141
C 2.835 -1.613 -2.073 -0.379
C 3.386 -2.701 -1.381 -0.101
C 4.761 -2.866 -1.300 -0.097
C 5.623 -1.960 -1.904 -0.121
C 5.093 -0.871 -2.580 -0.110
C 3.718 -0.697 -2.652 -0.124
C 0.296 -2.896 -1.819 -0.340
C 0.774 -3.965 -2.583 -0.105
C 0.226 -5.231 -2.454 -0.104
C -0.811 -5.447 -1.552 -0.109
C -1.305 -4.391 -0.807 -0.068
C -0.760 -3.118 -0.945 -0.075
H -1.982 0.416 -5.459 0.105
H -0.434 -0.108 -7.355 0.087
H 1.761 -1.188 -6.849 0.088
H 2.374 -1.660 -4.536 0.086
H 2.737 -3.399 -0.871 0.096
H 5.159 -3.709 -0.746 0.096
H 6.697 -2.097 -1.841 0.086
H 5.748 -0.144 -3.047 0.091
H 3.324 0.173 -3.166 0.104
H 1.594 -3.801 -3.273 0.099
H 0.611 -6.048 -3.054 0.089
H -1.233 -6.439 -1.436 0.089
H -2.112 -4.542 -0.100 0.106
H -1.213 -2.297 -0.409 0.080
C -2.371 3.733 3.197 -0.048
N -2.308 4.351 1.880 -0.069
C -1.781 5.697 1.849 -0.176
C -2.019 6.353 0.502 -0.168
C -1.538 5.410 -0.584 -0.187
N -2.202 4.134 -0.459 -0.087
C -2.110 3.257 -1.619 -0.036
C -2.417 3.551 0.779 -0.479
O -2.706 2.370 0.879 -0.050
H -1.499 4.015 3.790 0.079
H -2.324 2.655 3.089 0.035
H -3.293 4.029 3.712 0.086
H -0.710 5.688 2.087 0.131
H -2.276 6.271 2.638 0.117
H -1.480 7.302 0.451 0.106
H -3.083 6.555 0.362 0.114
H -0.444 5.299 -0.525 0.129
H -1.765 5.812 -1.574 0.113
H -1.074 2.967 -1.837 0.100
H -2.513 3.777 -2.490 0.086
H -2.665 2.342 -1.452 0.071
Cl -5.975 -1.327 3.986 0.452
C -4.219 -1.209 3.672 -1.004
Cl -3.818 0.278 2.817 0.615
H -3.929 -2.061 3.077 0.023
H -3.718 -1.238 4.626 0.018
```

Calculated values
gap between HOMO and LUMO	7.10	eV
HOMO	-2.918	eV
net charge	-2



4.
7 unconnected molecules or ions with the total composition C32H37ClF6N2O21, computed with ωB97M-V with the def2-TZVPD basis set.

The geometry in XYZ format:
```
99
Properties=species:S:1:pos:R:3:lowdin_charge:R:1
H -3.176 3.914 0.259 0.036
N -3.828 4.548 0.724 0.152
C -4.921 4.630 0.084 -0.397
C -6.018 5.514 0.628 -0.031
C -5.208 3.854 -1.217 -0.084
C -4.867 2.422 -1.003 -0.175
C -3.749 1.792 -1.364 -0.532
Cl -2.474 2.538 -2.251 0.752
C -3.559 0.351 -1.007 -0.353
O -3.013 -0.431 -1.741 0.126
C -4.138 -0.025 0.330 -0.152
N -3.443 -0.984 1.050 0.060
C -2.005 -0.712 1.268 -0.192
C -1.727 -0.039 2.605 -0.215
C -1.991 -0.955 3.817 -0.067
C -5.280 0.588 0.691 -0.096
C -6.015 0.406 1.983 -0.093
C -5.733 1.574 2.963 -0.216
O -6.947 2.226 3.351 -0.068
C -5.857 1.572 -0.259 -0.295
O -7.045 1.713 -0.428 0.147
H -5.602 6.498 0.846 0.082
H -6.824 5.627 -0.095 0.073
H -6.407 5.081 1.550 0.083
H -4.642 4.296 -2.036 0.112
H -6.277 3.937 -1.414 0.115
H -3.870 -1.140 1.955 0.105
H -1.579 -0.105 0.471 0.118
H -1.480 -1.671 1.257 0.101
H -0.663 0.202 2.621 0.081
H -2.252 0.917 2.694 0.110
H -2.866 -0.636 4.385 0.066
H -1.123 -0.937 4.473 0.072
H -2.136 -1.982 3.484 0.055
H -7.092 0.418 1.803 0.124
H -5.795 -0.550 2.462 0.110
H -5.220 1.215 3.857 0.114
H -5.114 2.331 2.476 0.109
H -7.122 2.033 4.275 0.082
O 1.806 -0.097 3.162 0.159
C 1.984 -0.898 2.301 -0.545
O 3.066 -1.683 2.182 0.094
C 2.832 -2.618 1.116 -0.034
C 1.787 -1.893 0.302 -0.295
F 0.909 -2.736 -0.292 0.079
O 1.105 -1.133 1.288 0.108
H 2.437 -3.548 1.528 0.146
H 3.740 -2.810 0.561 0.115
H 2.190 -1.217 -0.454 0.167
O 0.031 -4.460 3.264 0.176
C -0.917 -4.740 2.610 -0.556
O -0.871 -5.274 1.370 0.069
C -2.208 -5.579 0.954 -0.040
C -3.019 -4.652 1.832 -0.314
F -4.219 -5.184 2.166 0.079
O -2.213 -4.548 2.993 0.116
H -2.435 -6.623 1.174 0.145
H -2.329 -5.391 -0.108 0.142
H -3.176 -3.654 1.412 0.153
O 5.134 0.167 8.773 0.183
C 4.144 0.000 8.147 -0.551
O 4.090 -0.514 6.896 0.075
C 2.715 -0.698 6.541 -0.046
C 2.023 0.282 7.462 -0.315
F 0.798 -0.149 7.851 0.071
O 2.887 0.310 8.582 0.128
H 2.416 -1.724 6.764 0.147
H 2.552 -0.490 5.488 0.116
H 1.927 1.291 7.059 0.173
O 5.537 -1.634 0.096 0.174
C 5.555 -0.576 -0.440 -0.540
O 6.339 0.459 -0.096 0.091
C 6.170 1.503 -1.066 -0.029
C 4.803 1.176 -1.629 -0.308
F 4.698 1.494 -2.939 0.079
O 4.747 -0.235 -1.487 0.119
H 6.940 1.423 -1.835 0.142
H 6.225 2.478 -0.593 0.145
H 3.969 1.626 -1.088 0.173
O 7.613 2.813 -4.337 0.172
C 7.119 2.211 -5.232 -0.559
O 6.696 2.755 -6.394 0.079
C 6.282 1.692 -7.262 -0.040
C 5.977 0.588 -6.274 -0.318
F 6.248 -0.641 -6.777 0.080
O 6.883 0.872 -5.219 0.123
H 7.106 1.413 -7.919 0.146
H 5.423 1.993 -7.856 0.139
H 4.966 0.595 -5.882 0.145
O 1.645 -2.593 -9.701 0.198
C 1.751 -1.994 -8.690 -0.540
O 1.336 -2.425 -7.474 0.076
C 1.774 -1.492 -6.486 -0.049
C 1.958 -0.235 -7.309 -0.304
F 2.982 0.540 -6.850 0.054
O 2.304 -0.745 -8.575 0.130
H 2.724 -1.825 -6.064 0.145
H 1.035 -1.393 -5.695 0.141
H 1.066 0.387 -7.400 0.174
```

Calculated values
gap between HOMO and LUMO	7.97	eV
HOMO	-9.035	eV
SMILES	[H]/N=C(/C)CC1=C(Cl)C(=O)C(NCCC)=C(CCO)C1=O.O=C1OC[C@@H](F)O1.O=C1OC[C@@H](F)O1.O=C1OC[C@@H](F)O1.O=C1OC[C@@H](F)O1.O=C1OC[C@@H](F)O1.O=C1OC[C@@H](F)O1



E_tot readings, ordered: -3437.46705; -11658.74540; -3869.69972; -3990.56258 Eh